# C42H106BN8O22

12 unconnected molecules or ions with the total composition C42H106BN8O22 in a non-equilibrium geometry (wB97M-V/def2-TZVPD, OMol25).

Structure (ORCA input):
```
! wB97M-V def2-TZVPD RIJCOSX def2/J DEFGRID3
* xyz -1 1
O 31.455 -5.276 10.678
C 32.546 -4.743 10.412
O 33.105 -4.593 9.223
B 34.082 -3.482 9.223
O 34.323 -3.291 10.622
C 33.419 -3.937 11.349
O 33.200 -3.762 12.524
O 33.600 -2.329 8.380
C 34.654 -1.768 7.790
O 34.768 -0.734 7.155
C 35.879 -2.781 7.961
O 35.378 -3.829 8.592
O 37.006 -2.665 7.546
C 28.738 -7.482 10.022
C 28.049 -6.269 10.669
C 26.674 -6.643 11.205
O 25.914 -7.237 10.120
C 24.796 -8.008 10.466
N 28.840 -5.805 11.791
H 28.125 -7.876 9.211
H 28.836 -8.284 10.754
H 29.697 -7.122 9.649
H 27.897 -5.495 9.918
H 26.144 -5.714 11.414
H 26.658 -7.307 12.069
H 24.129 -7.374 11.050
H 25.221 -8.882 10.960
H 24.210 -8.535 9.712
H 28.706 -6.379 12.611
H 29.824 -5.906 11.590
C 30.753 4.863 8.400
C 31.545 5.478 7.254
C 32.209 4.485 6.243
O 33.189 3.745 7.009
C 34.065 2.882 6.214
N 30.631 6.342 6.510
H 30.195 3.946 8.212
H 30.120 5.543 8.969
H 31.461 4.594 9.184
H 32.235 6.204 7.685
H 32.689 5.006 5.415
H 31.427 3.793 5.930
H 35.048 3.322 6.046
H 33.634 2.579 5.260
H 34.220 2.012 6.852
H 30.014 6.927 7.054
H 30.009 5.697 6.044
C 32.657 -1.925 4.957
C 31.813 -3.216 5.008
C 31.714 -3.995 6.319
O 30.900 -5.131 6.209
C 31.157 -6.016 7.164
N 30.433 -2.887 4.612
H 32.314 -1.189 5.683
H 32.677 -1.434 3.984
H 33.689 -2.123 5.246
H 32.171 -3.913 4.251
H 31.290 -3.379 7.112
H 32.734 -4.297 6.554
H 32.142 -6.434 6.959
H 30.519 -6.899 7.113
H 31.216 -5.548 8.146
H 30.286 -2.832 3.614
H 29.870 -3.700 4.815
C 36.048 -6.930 12.993
C 35.224 -7.438 14.192
C 34.242 -8.603 13.830
O 33.383 -8.256 12.774
C 32.304 -7.464 13.041
N 36.181 -7.838 15.222
H 35.314 -6.618 12.250
H 36.670 -7.706 12.546
H 36.677 -6.101 13.317
H 34.651 -6.642 14.667
H 33.666 -8.988 14.672
H 34.823 -9.465 13.501
H 31.518 -7.479 12.286
H 32.660 -6.434 13.071
H 31.770 -7.868 13.901
H 36.694 -8.625 14.849
H 36.847 -7.088 15.340
C 39.929 -0.138 9.908
C 40.253 -1.597 9.836
C 39.340 -2.478 10.817
O 39.290 -1.943 12.119
C 38.725 -2.735 13.095
N 39.929 -2.077 8.491
H 40.606 0.404 9.249
H 39.988 0.214 10.938
H 38.902 0.012 9.574
H 41.338 -1.678 9.889
H 39.768 -3.479 10.770
H 38.296 -2.588 10.523
H 39.511 -3.446 13.350
H 37.860 -3.268 12.701
H 38.532 -2.237 14.045
H 40.130 -1.372 7.796
H 38.933 -2.164 8.638
C 35.253 -7.752 7.168
C 36.598 -7.372 7.787
C 36.639 -7.120 9.343
O 37.983 -6.864 9.781
C 38.327 -5.475 9.718
N 37.551 -8.402 7.382
H 34.844 -8.678 7.572
H 35.276 -7.808 6.080
H 34.513 -6.988 7.405
H 36.816 -6.423 7.297
H 36.433 -8.070 9.835
H 35.882 -6.374 9.586
H 37.727 -4.854 10.384
H 38.194 -5.063 8.718
H 39.396 -5.443 9.928
H 38.475 -7.996 7.420
H 37.563 -9.043 8.163
C 37.719 1.051 5.942
C 37.000 1.569 4.687
C 37.877 1.564 3.371
O 39.189 2.029 3.645
C 40.087 1.898 2.494
N 35.813 0.806 4.449
H 38.673 1.570 6.031
H 37.956 0.006 5.739
H 37.216 1.167 6.902
H 36.587 2.559 4.877
H 37.488 2.129 2.524
H 37.955 0.526 3.049
H 41.099 2.157 2.804
H 39.765 2.591 1.717
H 40.074 0.891 2.078
H 35.564 0.574 5.400
H 36.095 -0.121 4.165
C 33.398 -1.411 14.950
C 33.702 -0.502 13.771
C 35.187 -0.484 13.262
O 35.129 0.269 12.015
C 36.462 0.263 11.412
N 32.947 -0.969 12.635
H 33.772 -2.428 14.833
H 32.352 -1.468 15.249
H 33.884 -1.018 15.844
H 33.457 0.522 14.055
H 35.456 -1.503 12.983
H 35.885 -0.075 13.992
H 37.246 0.448 12.146
H 36.485 1.117 10.735
H 36.642 -0.624 10.805
H 33.159 -1.952 12.548
H 33.335 -0.550 11.803
C 37.115 -3.788 4.266
C 36.028 -2.663 4.125
O 36.382 -1.672 3.180
O 38.288 -3.226 4.975
H 37.549 -4.120 3.323
H 36.733 -4.704 4.719
H 35.990 -2.202 5.112
H 35.041 -3.082 3.926
H 36.269 -2.111 2.334
H 38.060 -3.056 5.892
C 29.112 -2.540 10.768
C 29.566 -1.986 12.125
O 30.345 -0.809 11.840
O 28.471 -1.491 10.058
H 28.332 -3.288 10.912
H 29.931 -2.961 10.184
H 30.216 -2.759 12.534
H 28.769 -1.774 12.838
H 31.136 -0.895 12.377
H 27.928 -1.881 9.370
C 31.641 0.809 8.515
C 32.262 1.310 9.824
O 31.245 1.863 10.685
O 30.597 -0.099 8.730
H 32.376 0.361 7.847
H 31.260 1.674 7.972
H 32.968 2.140 9.788
H 32.792 0.403 10.113
H 31.523 2.714 11.033
H 30.266 -0.610 7.988
*
```

- Orbital gap: 8.47 eV
- E_LUMO: 1.87 eV
- Relative energy (zero: lowest compared OMol25 entry of this formula, charge and spin): 166.2 kJ/mol
- Largest force on an atom: 0.07927 Eh/bohr

---

# C4H8N4S

2 unconnected molecules or ions with the total composition C4H8N4S in a non-equilibrium geometry (wB97M-V/def2-TZVPD, OMol25).

Structure (ORCA input):
```
! wB97M-V def2-TZVPD RIJCOSX def2/J DEFGRID3
* xyz 0 3
C -2.514 -1.914 -0.329
C -0.678 -2.326 -1.258
C 2.160 1.321 0.868
C -0.118 1.954 0.552
N -2.814 -2.881 -1.155
N -1.625 -3.107 -1.768
N -1.237 -1.479 -0.402
N 0.896 1.055 1.019
S 0.928 -2.390 -1.838
H -3.359 -1.617 0.316
H 2.592 2.246 0.309
H 1.307 -1.491 -0.894
H 2.942 0.756 1.394
H 0.103 2.823 -0.044
H -0.726 1.323 -0.099
H -0.584 2.441 1.431
H -1.494 -4.013 -2.278
*
```

- Orbital gap (alpha / beta): 6.29 / 6.96 eV
- E_LUMO (alpha / beta): 0.66 / -2.14 eV
- ⟨S²⟩: 2.01
- Relative energy (zero: lowest compared OMol25 entry of this formula, charge and spin): 0.0 kJ/mol
- Largest force on an atom: 0.09434 Eh/bohr

---

# C2H5NO2S2

C2H5NO2S2 in the gas phase in a non-equilibrium geometry (wB97M-V/def2-TZVPD, OMol25).

Structure (ORCA input):
```
! wB97M-V def2-TZVPD RIJCOSX def2/J DEFGRID3
* xyz 0 1
C 0.305 -2.557 0.477
O 0.894 -1.626 -0.419
S 1.756 -0.375 0.125
C 0.170 1.046 0.434
O -0.309 1.327 1.480
S 0.048 1.470 -1.212
N -0.923 2.789 -1.258
H 0.149 -3.515 0.049
H -0.547 -1.917 0.892
H 0.942 -2.845 1.258
H -0.654 3.547 -0.610
H -1.832 2.656 -1.213
*
```

- Orbital gap: 9.08 eV
- E_LUMO: 0.31 eV
- Relative energy (zero: lowest compared OMol25 entry of this formula, charge and spin): 249.2 kJ/mol
- SMILES: COSC(=O)SN
- Largest force on an atom: 0.10567 Eh/bohr

---

# C13H18F6N2O8RbS3

A molecular structure, C13H18F6N2O8RbS3 in a non-equilibrium geometry (wB97M-V/def2-TZVPD, OMol25).

Structure (ORCA input):
```
! wB97M-V def2-TZVPD RIJCOSX def2/J DEFGRID3
* xyz -2 2
Rb -0.368 0.534 -0.311
C 1.258 -3.803 1.203
O 1.974 -2.633 1.544
C 2.765 -2.187 0.464
C 3.368 -0.858 0.848
O 2.449 0.221 0.787
C 2.979 1.406 0.237
C 2.999 1.409 -1.288
O 1.753 1.863 -1.755
C 1.537 1.580 -3.125
H 1.945 -4.638 1.003
H 0.652 -3.646 0.313
H 0.618 -4.057 2.044
H 2.165 -2.093 -0.445
H 3.579 -2.910 0.285
H 4.235 -0.662 0.206
H 3.724 -0.949 1.883
H 3.990 1.588 0.624
H 2.315 2.206 0.573
H 3.202 0.393 -1.657
H 3.798 2.078 -1.646
H 2.344 2.000 -3.743
H 0.587 2.031 -3.402
H 1.466 0.502 -3.302
F -1.601 -5.147 -0.424
C -1.916 -3.889 -0.903
F -3.012 -4.081 -1.671
F -2.343 -3.206 0.191
S -0.652 -2.253 -2.448
O 0.335 -1.337 -1.799
O 0.009 -3.213 -3.336
N -1.565 -1.259 -3.480
S -2.253 -0.125 -2.699
O -1.907 1.207 -3.136
O -2.398 -0.313 -1.270
C -4.033 -0.226 -3.277
F -4.145 0.048 -4.594
F -4.582 -1.433 -3.073
F -4.781 0.677 -2.613
O 0.368 2.676 2.024
N -0.658 2.807 2.804
C -0.570 2.363 4.076
C -1.609 2.439 4.973
C -2.813 3.000 4.544
C -2.904 3.469 3.255
C -1.826 3.412 2.343
S -1.912 4.040 0.780
H 0.390 1.935 4.323
H -1.478 2.059 5.976
H -3.660 3.066 5.217
H -3.816 3.909 2.879
*
```

- Orbital gap (alpha / beta): 5.28 / 5.53 eV
- E_LUMO (alpha / beta): 3.79 / 3.79 eV
- ⟨S²⟩: 0.76
- Relative energy (zero: lowest compared OMol25 entry of this formula, charge and spin): 82.8 kJ/mol
- Largest force on an atom: 0.06126 Eh/bohr

---

# C6H4ClO10S2W

A molecular structure, C6H4ClO10S2W in a non-equilibrium geometry (wB97M-V/def2-TZVPD, OMol25).

Structure (ORCA input):
```
! wB97M-V def2-TZVPD RIJCOSX def2/J DEFGRID3
* xyz 1 1
W 1.540 1.539 -0.010
O 4.224 4.263 1.194
Cl 3.712 3.711 -0.013
O 4.265 4.227 -1.218
O 3.253 1.391 0.180
O 1.392 3.251 -0.207
O -2.036 1.726 -1.502
S -0.931 1.112 -0.883
O 0.377 1.214 -1.665
O -0.487 1.620 0.451
C -1.336 -0.573 -0.448
C -2.579 -1.028 -0.847
C -3.042 -2.263 -0.407
C -2.266 -3.035 0.440
C -1.025 -2.574 0.865
C -0.569 -1.335 0.451
S 1.119 -0.929 0.875
O 1.737 -2.031 1.496
O 1.223 0.382 1.651
O 1.620 -0.490 -0.464
H -3.168 -0.401 -1.502
H -4.014 -2.610 -0.728
H -2.614 -4.003 0.772
H -0.394 -3.159 1.520
*
```

- Orbital gap (alpha / beta): 6.37 / 6.37 eV
- E_LUMO (alpha / beta): -7.73 / -7.72 eV
- Largest force on an atom: 0.04699 Eh/bohr

---

# C2H2N2O2

C2H2N2O2 in the gas phase in a non-equilibrium geometry (wB97M-V/def2-TZVPD, OMol25).

Structure (ORCA input):
```
! wB97M-V def2-TZVPD RIJCOSX def2/J DEFGRID3
* xyz 0 1
O -0.350 -0.923 1.446
C -0.229 -0.263 0.320
C 0.128 -0.469 -0.959
N 0.395 0.766 -1.627
N 0.166 1.699 -0.704
O -0.100 1.032 0.627
H -0.166 -0.364 2.318
H 0.155 -1.479 -1.421
*
```

- Orbital gap: 9.90 eV
- E_LUMO: 0.16 eV
- Relative energy (zero: lowest compared OMol25 entry of this formula, charge and spin): 335.4 kJ/mol
- SMILES: Oc1cnno1
- Largest force on an atom: 0.11815 Eh/bohr